(1)
18
Properties=species:S:1:pos:R:3:forces:R:3 method="wB97M-V/def2-TZVPD" smiles="C=C/C=C(/C)N.O" homo_energy_ev=-7.505 lumo_energy_ev=0.9 homo_lumo_gap_ev=8.36
O 1.812 6.072 2.062 -0.3806 -0.7960 2.8676
N 1.161 -1.212 -1.082 3.3868 -2.1062 -0.1717
H 2.187 -1.613 -1.031 -3.2629 0.7073 0.6982
C -0.797 -0.366 -0.254 -4.5125 1.2038 1.4055
H -1.162 0.300 0.559 -0.3474 -0.9242 -0.3340
C 0.255 -1.076 0.001 4.0975 -1.9041 -0.4037
H 1.080 6.596 1.727 -0.1351 0.0052 0.1852
H -2.342 -1.881 -2.949 -1.2332 0.0858 0.8687
C 0.738 -1.634 1.310 2.9128 0.8640 1.5118
H 0.070 -1.391 2.177 0.5892 -0.2461 -0.9159
H -1.795 0.503 -2.081 0.8023 -2.9076 0.8421
H 1.584 5.849 3.051 0.5163 0.7910 -3.0521
H 0.990 -2.760 1.314 -0.9026 1.6858 -0.4560
C -1.591 -0.542 -1.462 -2.5802 0.8660 -2.6774
C -2.337 -1.712 -1.854 3.3768 2.3984 1.8320
H -2.494 -2.507 -1.047 0.5797 0.8383 -1.6337
H 0.809 -1.453 -1.988 -0.5283 0.2762 -0.2390
H 1.831 -1.173 1.547 -2.3787 -0.8379 -0.3277



(2)
19
Properties=species:S:1:pos:R:3:forces:R:3 method="wB97M-V/def2-TZVPD" s2=0.75 multiplicity=2 homo_energy_ev="-12.156 / -12.154" total_charge=+1 lumo_energy_ev="-4.8 / -8.8" homo_lumo_gap_ev="7.36 / 3.35"
H 1.460 0.568 -1.037 -0.1584 -0.2241 0.0584
H -2.861 1.314 1.025 0.0068 -0.1180 -0.0120
H -0.387 1.584 1.369 -0.0012 0.0539 -0.1666
H -0.643 -1.431 1.548 -0.1216 0.0050 0.1940
S 1.018 -1.367 -2.301 -0.5295 0.5169 -0.5046
C 1.216 0.392 -2.088 0.6922 -0.0093 0.4812
H 0.297 0.914 -2.361 -0.0768 -0.1811 -0.1759
S 0.862 -1.541 -4.357 0.1610 0.2761 0.3318
C -0.929 0.651 1.157 -0.0786 -0.1330 0.5129
H 1.667 -1.347 1.786 0.0221 -0.0727 0.0974
H -0.490 -1.563 -4.403 0.0434 -0.3166 0.2346
H -2.406 1.028 2.541 0.1180 -0.1877 -0.0765
N 1.213 -0.506 1.458 -0.1315 0.0650 -0.3189
C -0.200 -0.486 1.863 0.1436 0.0001 -0.4528
H 1.701 0.266 1.888 0.1485 0.1166 0.0698
H -0.336 -0.369 2.941 -0.0249 -0.1157 0.0525
H -0.910 0.477 0.078 0.0233 0.0314 -0.0256
N -2.322 0.669 1.593 -0.1128 0.3551 -0.0907
H 2.050 0.747 -2.700 -0.1234 -0.0621 -0.2090



(3)
71
Properties=species:S:1:pos:R:3:forces:R:3 method="wB97M-V/def2-TZVPD" homo_energy_ev=-3.167 total_charge=-1 lumo_energy_ev=2.3 homo_lumo_gap_ev=5.50
N 1.610 -5.014 0.163 0.4900 -1.4788 0.4827
C -0.248 -3.432 -0.007 1.0453 -0.0149 0.0381
O 1.376 4.014 0.205 0.6291 0.8648 1.1089
H -3.228 -1.768 3.378 -0.0379 0.2535 -0.0227
C 3.880 -4.271 0.695 -0.0432 0.2293 0.1622
O 0.068 4.491 -1.517 0.0860 -0.0294 0.4374
C 0.189 -0.986 -0.001 0.2483 -1.1298 0.5795
C -1.337 0.693 0.948 -0.5082 -0.0547 0.7406
H -3.443 -0.435 4.564 0.0405 -0.1573 -0.2586
O -1.657 2.823 -0.034 -0.8766 -0.9710 1.2878
H 2.246 1.682 0.245 0.6515 -0.2478 0.1333
C 1.386 5.444 0.394 -0.2449 -0.4692 0.0557
C -3.581 3.674 1.639 -0.0215 0.0631 0.0555
C 0.704 3.648 -0.906 -0.1428 -1.2176 -2.0747
C -0.320 0.403 0.091 -1.2739 -2.1679 1.3751
H 1.862 5.900 -0.486 -0.2547 0.0093 0.1704
O -0.235 2.756 -3.278 -0.6574 -0.7964 -1.1207
H -1.629 -4.703 -1.025 0.0238 0.0404 0.0941
C 2.036 -2.619 0.134 -0.8720 -0.8416 0.0174
C 3.028 -5.312 0.002 -0.3207 0.2369 -0.3221
H -0.133 1.735 -5.082 -0.4028 0.0327 0.0588
C 0.947 2.198 -1.259 0.3164 4.4211 -2.7235
C -0.647 -5.903 0.467 -0.0975 0.1541 0.2094
H 1.193 -7.049 0.336 -0.1306 0.2582 -0.0378
C -3.633 1.444 2.591 0.7935 -0.1570 -0.8379
C 0.454 1.814 -2.630 1.2102 0.6948 2.9947
H 2.512 0.789 -1.280 0.1164 -0.0914 0.0571
H 3.735 -4.349 1.778 -0.0625 -0.0261 -0.0642
C 3.505 -2.866 0.224 0.7465 0.0956 -0.0178
C -3.660 -0.779 3.543 -0.1169 0.0178 0.0468
C -0.686 -2.117 -0.064 0.4529 0.9538 -0.0648
C -1.227 -4.565 -0.011 -0.5183 -0.3870 -0.2276
H 0.356 5.802 0.459 0.0925 -0.0193 -0.1254
C -0.890 2.226 -4.454 0.1603 0.2691 0.5669
H -1.759 -1.941 -0.175 0.1980 -0.0101 0.1299
H 0.671 -6.321 -1.190 -0.0792 -0.0492 0.0640
C 2.154 5.792 1.644 0.3892 0.0686 0.0343
H 1.978 6.848 1.868 0.0394 -0.0126 0.0451
C -1.988 2.004 0.824 0.9299 0.8669 -1.5568
C 1.145 -3.725 0.079 -0.5363 1.8100 -0.0520
H 3.227 5.672 1.469 -0.0558 -0.0948 0.1868
S -4.890 1.910 3.588 0.2865 -0.2671 -0.2494
H -0.729 4.064 -5.519 -0.1252 0.0698 0.0821
C 1.559 -1.319 0.119 -0.6530 0.6716 -0.1227
H 0.102 1.355 -0.468 0.0976 -0.5583 -0.5580
C 0.735 -6.149 -0.100 0.1934 0.4572 -0.3302
H -2.078 -4.301 0.626 0.0222 -0.0479 -0.1177
H -3.027 4.230 0.884 -0.0391 -0.1545 0.1136
H -2.075 4.014 -4.361 0.1297 -0.1414 -0.0896
H 3.228 -6.311 0.409 -0.1261 0.1738 -0.0363
H 3.966 -2.686 -0.758 -0.0529 -0.0041 0.1143
O 0.595 0.689 -3.059 0.1017 -0.9502 -0.6103
H -4.747 -0.788 3.429 0.2352 -0.1341 0.0142
C -1.512 3.429 -5.096 -0.1427 0.3909 -0.4379
H 3.279 -5.346 -1.074 0.0762 -0.0110 0.0772
H 1.868 5.207 2.524 -0.0725 -0.0104 -0.2399
H -4.639 3.599 1.375 0.1548 0.0668 -0.0434
N -3.120 0.152 2.545 -0.1805 0.0809 1.0878
C -1.781 -0.104 2.117 1.0721 -0.4739 -0.0681
C 2.319 1.767 -0.844 -0.2015 -0.8740 0.2898
N -3.010 2.328 1.732 -0.8901 0.2771 0.5528
H -0.593 -5.914 1.560 0.0833 0.0616 -0.0383
H 3.937 -2.130 0.909 0.0869 -0.0074 -0.1030
H -3.524 4.158 2.616 0.0467 -0.0084 -0.1465
O -1.070 -0.897 2.719 -1.2050 0.5434 -0.4777
H -1.653 1.494 -4.145 0.3349 0.0716 -0.1150
H 4.938 -4.460 0.495 -0.0477 -0.0272 0.0158
H 3.179 2.405 -1.086 -0.3265 0.2282 -0.0469
H -2.188 3.146 -5.906 -0.0137 -0.0500 -0.0445
H 2.279 -0.509 0.249 -0.2050 -0.3213 -0.0946
H -1.304 -6.727 0.178 -0.0458 0.0322 -0.0033



(4)
53
Properties=species:S:1:pos:R:3:forces:R:3 method="wB97M-V/def2-TZVPD" s2=0.75 multiplicity=2 homo_energy_ev="-3.566 / -6.923" lumo_energy_ev="-0.1 / -0.1" homo_lumo_gap_ev="3.50 / 6.78"
H 1.617 0.148 -0.884 0.8147 0.5304 -0.1318
H -0.867 3.055 0.640 -0.1214 0.0609 0.8194
O 2.816 1.830 0.824 0.4600 -0.7905 -0.3209
O 1.694 0.654 3.896 -0.7763 -2.5391 1.3279
H -0.369 -0.823 1.115 0.2052 0.1230 0.6683
O -0.317 0.220 -1.297 0.9290 -0.1208 0.0086
H -0.895 -1.907 -3.046 0.4411 0.5092 -0.2319
H 1.927 1.486 3.607 0.9292 3.0179 -1.2554
H -1.973 1.704 1.740 0.6400 0.5702 0.5797
H 2.607 -0.709 0.997 -0.1351 -1.3738 -0.0997
O 2.754 0.007 -3.284 -0.5674 -0.0380 0.7734
H 5.037 0.967 -1.290 -0.9941 -0.7801 -0.2216
H -2.099 -2.115 -4.054 0.2618 0.4192 -0.6324
O -1.263 2.302 2.152 -1.5937 -0.5195 3.1552
H 0.722 -2.160 4.369 0.2622 -0.8865 -0.7574
H 0.871 -3.435 3.486 -1.6596 -5.0115 -0.4964
H 0.472 -2.332 -1.174 -0.0495 0.1911 0.1902
N 1.746 -0.837 1.546 0.2773 2.0999 -1.9420
O 1.077 -3.275 0.600 -0.4771 0.8164 -0.1462
H -3.926 0.943 1.959 -0.6204 0.1376 0.4477
H 3.448 1.465 0.138 -0.5622 0.2784 0.5829
H -3.351 -2.361 0.562 -0.3374 0.2621 -0.6370
O 0.196 1.016 -3.848 -0.8328 1.3390 -1.2775
C 0.588 -0.900 0.578 0.2935 -0.0525 -0.6362
H -1.090 0.708 -1.031 -0.5956 0.4076 0.0758
H -0.302 1.240 -3.049 0.0149 -0.4868 0.4148
H -3.076 1.622 -1.357 -2.0306 -0.4772 1.2841
H -3.151 -0.134 1.237 0.0728 -0.7032 -0.0977
H -3.018 -2.168 -1.638 -0.0715 -0.0331 0.1539
H 0.692 1.229 0.224 0.0966 1.2269 0.4747
H 3.650 0.237 -1.791 0.9530 0.3076 0.0821
O -3.454 -2.892 -1.154 -0.5877 1.4414 0.4921
H -1.565 2.372 3.158 1.0912 -0.1894 -3.4128
O 1.109 -2.589 3.579 1.3848 5.8745 1.3561
C 0.725 0.331 -0.318 -1.5784 -2.8092 -1.1459
O -3.211 -1.815 1.359 0.5252 -0.9348 0.3705
H 1.831 0.011 2.073 -0.9597 0.4361 0.8255
H -2.538 -2.374 1.782 -0.0424 0.5662 0.2162
H 3.109 2.697 1.070 0.3479 0.5776 0.0220
H 3.150 0.366 -4.074 -0.0457 0.2018 -0.3337
H 1.830 0.351 -3.239 0.5919 -0.1531 -0.4957
H 1.318 0.819 4.762 -0.1166 -0.1749 0.2253
C 0.721 -2.239 -0.110 0.5687 -0.4414 0.2291
H -3.063 -3.611 -1.608 0.6047 -1.4761 -0.4965
O -1.750 -2.303 -3.192 -0.6277 -0.7344 0.8339
O 4.286 0.387 -1.033 0.1673 0.5506 0.0927
O -3.310 0.826 1.247 0.4001 0.5616 -0.5111
O -1.048 3.416 -0.227 1.5223 -1.8558 -1.5953
H -2.000 2.592 -1.592 0.8217 1.2845 0.7405
H 1.654 -1.628 2.126 0.5462 -1.8047 1.0744
O -2.324 1.758 -1.876 0.6516 -0.9114 -2.1124
H -1.492 4.210 -0.140 -1.2648 2.4976 0.6632
H -0.193 1.636 -4.520 0.7730 -0.9919 0.8073